Entry from the Open Molecules 2025 dataset: C37H36CsI2N11O4Se2 as an isolated structure (wB97M-V/def2-TZVPD).

calculated total energy = -7753.23414 Eh
net charge = 0
E_HOMO = -7.866 eV
maximum force = 0.9 eV/A

Structure (XYZ):
```
93
Properties=species:S:1:pos:R:3:lowdin_charge:R:1
Cs 0.739 0.345 0.947 0.9528
C -4.425 -1.171 2.539 -0.0740
O -4.407 0.200 2.099 -0.0056
C -3.171 0.393 1.568 -0.3137
N -2.321 -0.540 1.665 0.1433
C -2.942 -1.587 2.487 -0.2380
C -2.735 -2.997 1.994 -0.1782
C -1.994 -3.289 0.858 -0.0142
C -1.845 -4.607 0.443 -0.0775
C -2.433 -5.640 1.155 -0.0853
C -3.171 -5.354 2.297 -0.0826
C -3.316 -4.041 2.713 -0.0426
C -2.955 1.764 1.034 -0.1832
C -3.923 2.736 1.260 0.0166
C -3.648 4.037 0.878 -0.0286
C -2.424 4.323 0.304 0.0228
C -1.530 3.275 0.093 -0.1815
N -1.796 2.018 0.431 0.1341
C -0.182 3.606 -0.450 -0.3286
N 0.816 2.844 -0.568 0.0681
C 1.964 3.682 -0.908 -0.2500
C 1.301 5.003 -1.340 -0.0631
O -0.017 4.923 -0.755 -0.0088
C 2.883 3.064 -1.931 -0.1976
C 4.049 3.736 -2.291 -0.0407
C 4.919 3.192 -3.224 -0.0920
C 4.643 1.955 -3.794 -0.1056
C 3.493 1.273 -3.424 -0.0992
C 2.612 1.827 -2.503 -0.0429
H -5.037 -1.752 1.847 0.1331
H -4.863 -1.202 3.534 0.1285
H -2.493 -1.511 3.483 0.1604
H -1.528 -2.483 0.306 0.0856
H -1.256 -4.822 -0.439 0.0622
H -2.314 -6.665 0.828 0.1015
H -3.628 -6.154 2.866 0.1021
H -3.883 -3.824 3.613 0.1168
H -4.851 2.472 1.746 0.1181
H -4.371 4.823 1.053 0.1132
H -2.147 5.329 0.028 0.1205
H 2.532 3.821 0.020 0.1501
H 1.196 5.070 -2.425 0.1334
H 1.788 5.895 -0.953 0.1288
H 4.285 4.688 -1.829 0.1197
H 5.819 3.728 -3.498 0.1035
H 5.327 1.521 -4.513 0.1047
H 3.282 0.298 -3.847 0.0923
H 1.706 1.304 -2.227 0.0773
N 2.075 0.026 4.847 -0.0038
C 1.317 1.284 4.845 -0.2052
C 1.589 1.990 3.508 -0.8088
O 2.800 2.054 3.175 -0.2293
O 0.604 2.364 2.832 -0.2282
H 2.094 -0.379 5.775 0.0580
H 3.030 0.274 4.603 0.0569
H 1.615 1.959 5.658 0.1085
H 0.250 1.083 4.932 0.0992
Se 1.658 -4.313 -1.194 0.6528
Se 1.408 -2.296 -2.275 0.5952
C -0.514 -2.082 -2.226 -0.6772
C -1.364 -3.034 -2.776 -0.1161
C -2.725 -2.777 -2.758 -0.0553
C -3.176 -1.580 -2.221 -0.0550
C -2.243 -0.694 -1.709 -0.1762
N -0.932 -0.942 -1.701 0.0172
C 2.210 -3.808 0.594 -0.6589
C 2.540 -4.871 1.430 -0.1180
C 3.068 -4.573 2.674 -0.0622
C 3.261 -3.244 3.023 -0.0486
C 2.882 -2.269 2.119 -0.1813
N 2.343 -2.544 0.926 -0.0116
H -0.964 -3.942 -3.205 0.1012
H -3.421 -3.497 -3.170 0.1125
H -4.228 -1.329 -2.203 0.1051
H -2.543 0.251 -1.275 0.0798
H 2.402 -5.895 1.107 0.0980
H 3.341 -5.370 3.354 0.1093
H 3.687 -2.962 3.975 0.1072
H 3.014 -1.219 2.357 0.0355
I 4.611 1.242 1.093 0.9289
C 5.765 0.570 -0.556 -1.1496
I 5.313 -1.403 -1.214 0.7194
H 6.813 0.577 -0.284 -0.0466
H 5.572 1.229 -1.396 -0.0783
N -4.014 1.746 -3.493 0.1359
N -2.659 1.676 -3.797 -0.3054
N -2.187 0.881 -4.724 0.1273
C -0.879 1.078 -4.567 -0.2093
N -0.604 1.943 -3.587 0.0458
N -1.764 2.317 -3.099 0.0742
H -4.513 1.751 -4.377 0.0979
H -4.151 2.634 -3.021 0.0963
H -0.132 0.588 -5.168 0.1068
```

***

Entry from the Open Molecules 2025 dataset: C37H36FN3O8Pd as an isolated structure in a non-equilibrium geometry (wB97M-V/def2-TZVPD).

calculated total energy = -2425.15903 Eh
net charge = 0
expectation value of S² = 6.041
multiplicity = 5
E_HOMO (spin up / spin down) = -7.245 / -8.477 eV
maximum force = 4.7 eV/A

Structure (XYZ):
```
86
Properties=species:S:1:pos:R:3:lowdin_spin:R:1
Pd 0.257 1.035 -0.882 1.5606
O -3.122 3.210 -1.502 0.0385
C -2.304 2.397 -1.842 0.0113
O -1.869 1.434 -1.070 0.2012
C -1.686 2.502 -3.246 -0.0017
C -1.442 1.060 -3.759 0.0008
C -1.344 1.075 -5.257 0.0017
C 0.027 1.828 -5.413 0.0011
C 0.488 2.009 -4.019 0.0008
O -0.071 0.786 -3.383 0.0669
C -0.260 3.175 -3.382 0.0003
C 0.461 3.817 -2.231 0.0093
O 0.766 3.041 -1.244 0.1342
O 0.735 4.967 -2.421 0.0220
H -2.333 3.031 -3.935 0.0003
H -2.037 0.267 -3.357 -0.0001
H -2.102 1.594 -5.770 0.0004
H -1.404 0.143 -5.789 0.0000
H 0.128 2.721 -6.064 0.0003
H 0.704 1.104 -5.857 0.0000
H 1.502 1.951 -3.938 0.0000
H -0.323 3.831 -4.224 0.0005
C -3.343 -0.196 5.523 0.0000
O -2.098 0.350 4.961 0.0001
C -0.926 -0.206 5.355 0.0003
C -0.658 -0.916 6.564 0.0003
C 0.567 -1.424 6.762 -0.0002
C 1.620 -1.272 5.794 0.0003
C 1.465 -0.479 4.725 0.0002
C 0.149 0.121 4.525 0.0010
N -0.064 1.023 3.462 0.0108
C 0.246 0.647 2.150 0.0138
N 0.120 -0.730 2.022 0.0878
C 0.305 -1.371 0.804 0.2066
C 0.547 -0.988 -0.419 0.4527
C 0.946 -1.902 -1.530 0.0915
C 1.311 -3.315 -1.184 0.2742
C 1.112 -3.667 0.131 -0.0023
C 0.275 -2.822 1.034 0.4004
O -0.051 -3.320 2.295 0.1368
C 0.315 -4.581 2.745 0.0091
N 0.578 1.537 1.288 0.1375
C 0.367 2.911 1.654 0.0023
C -0.839 3.506 1.352 0.0073
C -1.052 4.773 1.823 -0.0015
C -0.103 5.488 2.597 0.0106
C 1.168 4.893 2.643 -0.0014
C 1.401 3.602 2.278 0.0081
O 2.593 2.981 2.692 0.0024
C 3.391 2.276 1.753 0.0016
H -4.113 0.068 4.790 0.0000
H -3.478 0.211 6.563 0.0000
H -3.274 -1.300 5.426 0.0000
H -1.433 -1.105 7.268 0.0000
H 0.819 -1.818 7.691 0.0000
H 2.556 -1.732 6.134 0.0000
H 2.400 -0.284 4.109 0.0000
H 0.189 1.984 3.645 0.0004
H 0.040 -1.362 2.820 0.0015
H 1.775 -1.439 -2.014 0.0237
H 1.662 -4.101 -1.873 0.0151
H 1.289 -4.618 0.510 -0.0074
H -0.201 -4.753 3.706 -0.0006
H 1.399 -4.624 2.824 0.0028
H -0.044 -5.296 2.015 0.0026
H -1.559 3.135 0.673 -0.0001
H -1.972 5.224 1.576 -0.0003
H -0.491 6.251 3.182 0.0007
H 1.851 5.368 3.269 -0.0002
H 3.990 3.004 1.182 0.0001
H 2.863 1.606 1.006 0.0022
H 4.074 1.654 2.330 0.0000
F 0.126 -5.220 -7.132 0.0003
C 0.038 -4.597 -5.930 0.0010
C -0.760 -5.083 -4.950 0.0002
C -0.823 -4.332 -3.783 0.0026
C -0.170 -3.121 -3.635 0.0052
C -0.424 -2.146 -2.467 0.0469
C 0.755 -2.720 -4.582 0.0007
C 0.798 -3.437 -5.741 0.0001
H -1.275 -6.060 -5.063 0.0000
H -1.543 -4.627 -3.059 0.0003
H -1.304 -2.500 -1.889 0.0010
H -0.732 -1.115 -2.793 0.0022
H 1.364 -1.808 -4.429 0.0003
H 1.495 -3.205 -6.592 0.0000
```

***

Entry from the Open Molecules 2025 dataset: C37H36N8O4Pd as an isolated structure (wB97M-V/def2-TZVPD).

calculated total energy = -2298.04536 Eh
net charge = +2
E_HOMO = -12.945 eV
maximum force = 0.9 eV/A

Structure (XYZ):
```
86
Properties=species:S:1:pos:R:3:lowdin_charge:R:1
Pd 0.271 1.902 -0.040 1.0512
C 1.381 4.556 -0.243 -0.0643
N 0.166 3.927 0.337 -0.1403
C -1.131 4.556 -0.029 -0.0789
C -1.863 3.928 -1.184 -0.3188
N -1.618 2.803 -1.792 0.1332
C -2.577 2.719 -2.800 -0.2231
C -2.764 1.748 -3.784 -0.0254
C -3.808 1.919 -4.668 -0.0719
C -4.658 3.035 -4.591 -0.0653
C -4.479 4.013 -3.635 -0.0029
C -3.423 3.830 -2.750 -0.1806
N -2.934 4.595 -1.700 0.1678
C 1.883 3.692 -1.360 -0.2775
N 1.516 2.430 -1.494 0.0266
C 2.230 1.909 -2.572 -0.1749
C 2.232 0.644 -3.161 0.0008
C 3.070 0.450 -4.236 -0.0514
C 3.888 1.481 -4.731 -0.0530
C 3.888 2.736 -4.165 0.0076
C 3.044 2.928 -3.076 -0.1619
N 2.791 4.042 -2.283 0.1957
H 1.172 5.571 -0.587 0.1364
H 2.145 4.610 0.534 0.1468
H 0.215 3.930 1.351 0.1148
H -1.764 4.529 0.859 0.1412
H -0.954 5.607 -0.275 0.1315
H -2.095 0.902 -3.874 0.0989
H -3.974 1.184 -5.444 0.1093
H -5.465 3.132 -5.304 0.1130
H -5.127 4.878 -3.582 0.1185
H -3.299 5.482 -1.397 0.1714
H 1.598 -0.147 -2.794 0.0840
H 3.102 -0.517 -4.719 0.1146
H 4.530 1.283 -5.578 0.1177
H 4.514 3.530 -4.548 0.1238
H 3.219 4.947 -2.386 0.1835
C 2.146 -1.992 3.615 -0.0293
O 1.053 -2.175 2.709 -0.1124
C 0.259 -3.258 2.900 -0.2606
C 0.590 -4.341 3.705 0.0059
C -0.285 -5.418 3.816 -0.0462
C -1.493 -5.429 3.138 -0.0597
C -1.839 -4.339 2.352 -0.0112
C -0.977 -3.265 2.242 -0.1967
N -1.332 -2.153 1.400 0.1568
C -1.340 -0.880 1.732 -0.0018
C -1.167 -0.261 2.971 -0.1221
C -1.374 -0.900 4.231 -0.0127
C -1.337 -0.196 5.390 -0.0555
C -1.074 1.198 5.346 -0.0312
C -0.847 1.836 4.164 -0.0034
C -0.849 1.136 2.925 -0.3220
O -0.520 1.792 1.862 -0.1914
H 2.920 -2.741 3.445 0.0977
H 1.794 -2.028 4.646 0.1061
H 2.558 -1.012 3.396 0.1005
H 1.523 -4.355 4.248 0.1182
H -0.014 -6.254 4.447 0.1193
H -2.167 -6.268 3.230 0.1161
H -2.789 -4.311 1.831 0.1283
H -1.566 -2.369 0.442 0.1458
H -1.521 -0.209 0.902 0.1227
H -1.623 -1.953 4.261 0.1212
H -1.532 -0.685 6.333 0.1148
H -1.049 1.763 6.268 0.1203
H -0.627 2.896 4.136 0.1159
O 1.093 -5.615 -1.179 -0.0315
C 1.195 -5.208 0.162 -0.2423
N 2.321 -4.347 0.446 0.1292
C 2.443 -3.003 0.270 -0.4346
O 3.428 -2.397 0.647 0.0867
C 1.344 -2.226 -0.415 -0.0792
C 0.484 -2.677 -1.400 0.0293
C -0.460 -1.793 -1.930 -0.0168
C -0.505 -0.497 -1.474 -0.1270
N 0.365 -0.056 -0.541 -0.0871
C 1.268 -0.886 -0.033 -0.0444
H 1.735 -6.305 -1.371 0.1093
H 1.270 -6.063 0.834 0.1407
H 0.274 -4.682 0.400 0.1076
H 3.166 -4.766 0.808 0.1596
H 0.538 -3.694 -1.768 0.1125
H -1.144 -2.113 -2.705 0.1276
H -1.210 0.236 -1.842 0.0926
H 1.956 -0.505 0.707 0.1364
```